The following is a quantum chemistry calculation of a cluster of 2 separate species, C15H5Cl6N2O in total, from OMol25.

Each atom is followed by the atoms it is bonded to, with distances in Å.
Element x y z (Å)
1 Cl -1.20567 -0.97288 -0.21792  C2 2.186
2 C -2.78800 -0.75975 1.27567  Cl1 2.186, Cl3 1.753, C4 1.521, C12 1.449
3 Cl -3.46663 -2.36658 1.44971  C2 1.753
4 C -2.06097 -0.41650 2.56718  C2 1.521, O5 1.220, C6 1.479
5 O -1.29672 -1.21433 3.08556  C4 1.220
6 C -2.42272 0.85637 3.22784  C4 1.479, Cl7 1.693, C8 1.388
7 Cl -1.65251 1.22305 4.69025  C6 1.693
8 C -3.37663 1.71110 2.69396  C6 1.388, Cl9 1.710, C10 1.426
9 Cl -3.79417 3.14640 3.52475  C8 1.710
10 C -4.04148 1.38438 1.47503  C8 1.426, Cl11 1.697, C12 1.403
11 Cl -5.23826 2.43538 0.88863  C10 1.697
12 C -3.74919 0.20333 0.77727  C2 1.449, C10 1.403, Cl13 1.698
13 Cl -4.65619 -0.18645 -0.60450  C12 1.698
14 C 0.43808 -1.43804 -2.08194  C15 1.406, C17 1.416, H25 1.095
15 C -0.38946 -0.85633 -3.05911  C14 1.406, N16 1.177
16 N -1.10946 -0.47227 -3.90700  C15 1.177
17 C 1.68113 -0.84973 -1.74456  C14 1.416, C18 1.424, C24 1.426
18 C 2.66480 -1.58406 -1.02278  C17 1.424, C19 1.396, H26 1.091
19 C 3.83716 -0.96261 -0.58906  C18 1.396, C20 1.401, H27 1.083
20 C 4.06355 0.38508 -0.89666  C19 1.401, C21 1.438, C23 1.393
21 C 5.23839 1.04019 -0.38795  C20 1.438, N22 1.176
22 N 6.18848 1.58307 0.04270  C21 1.176
23 C 3.16319 1.09250 -1.68957  C20 1.393, C24 1.395, H28 1.092
24 C 1.98905 0.48603 -2.13685  C17 1.426, C23 1.395, H29 1.093
25 H 0.22096 -2.46699 -1.77623  C14 1.095
26 H 2.51049 -2.64679 -0.82928  C18 1.091
27 H 4.56607 -1.51303 -0.00672  C19 1.083
28 H 3.37884 2.13077 -1.95169  C23 1.092
29 H 1.30787 1.02870 -2.79673  C24 1.093

Results
Frontier orbital gap in Ha: 0.1708
Net charge: -1
Relative energy (zero: lowest compared OMol25 entry of this formula, charge and spin) in eV: 0.374
LUMO energy in eV: 0.585
E_HOMO in hartree: -0.149

Mulliken atomic charge list, values in e, 2 entries:
1. Cl -0.088
2. C 0.206